Entry 1:
{
  "formula": "C35H55CrN2O3S",
  "method": "ωB97M-V/def2-TZVPD",
  "symbols": ["Cr", "C", "C", "C", "C", "C", "C", "C", "C", "C", "C", "C", "C", "C", "C", "C", "C", "C", "H", "H", "H", "H", "H", "H", "H", "H", "H", "H", "H", "H", "H", "H", "H", "H", "H", "H", "H", "H", "H", "H", "H", "H", "H", "H", "H", "H", "H", "O", "C", "C", "C", "C", "N", "C", "C", "C", "C", "C", "C", "O", "C", "C", "N", "H", "H", "H", "H", "H", "H", "H", "H", "H", "H", "H", "H", "C", "C", "C", "S", "O", "C", "C", "C", "H", "H", "H", "H", "H", "H", "H", "H", "H", "H", "H", "H", "H", "H"],
  "coordinates": [[-0.332492, -0.041513, -0.222932], [-2.322586, -0.186672, 0.410846], [-1.613854, -1.241808, 1.079149], [-1.161782, -2.137478, 0.032433], [-1.627769, -1.593583, -1.194956], [-2.369527, -0.417698, -0.983704], [-3.237526, 0.346176, -1.966132], [-3.136978, -0.237033, -3.376480], [-4.691361, 0.177581, -1.490295], [-2.896008, 1.840144, -1.953078], [-0.534412, -3.536142, 0.064963], [0.746693, -3.670823, 0.894553], [-0.159902, -3.984401, -1.356966], [-1.634107, -4.493494, 0.557883], [-1.810239, -1.338918, 2.605649], [-3.272315, -1.795911, 2.790917], [-1.650955, 0.050645, 3.246259], [-0.943594, -2.309616, 3.412320], [-2.803305, 0.643700, 0.904184], [-1.405380, -2.003674, -2.166345], [-3.490264, -1.269062, -3.396919], [-2.123286, -0.224959, -3.776165], [-3.766043, 0.339248, -4.054949], [-4.961537, -0.877452, -1.429860], [-5.367048, 0.663672, -2.194491], [-4.845014, 0.628171, -0.508411], [-1.871983, 2.038071, -2.278752], [-3.016188, 2.257973, -0.951838], [-3.569200, 2.380842, -2.619395], [1.587653, -3.222326, 0.363527], [0.975122, -4.729523, 1.024479], [0.686926, -3.220357, 1.876850], [0.538858, -3.288982, -1.831322], [-1.033820, -4.101881, -1.998101], [0.329518, -4.956568, -1.299170], [-1.925146, -4.324157, 1.591750], [-1.281966, -5.522374, 0.472273], [-2.526899, -4.390011, -0.061884], [-3.969353, -1.117449, 2.298255], [-3.518862, -1.830280, 3.852633], [-3.422517, -2.792802, 2.375852], [-2.413733, 0.754707, 2.912234], [-0.666646, 0.478160, 3.045009], [-1.757024, -0.036721, 4.327929], [-1.005934, -3.337811, 3.070007], [-1.313887, -2.296690, 4.438092], [0.107724, -2.023310, 3.455392], [4.560615, -1.187700, -4.982182], [3.356981, -0.581406, -5.384201], [2.492778, -0.378652, -4.172857], [1.249325, 0.232957, -4.280050], [0.473330, 0.376726, -3.150565], [0.866851, -0.037767, -1.941657], [2.091559, -0.584145, -1.824544], [2.915939, -0.781563, -2.912663], [2.488553, -0.885022, -0.431800], [3.744614, -1.328334, -0.068728], [4.049430, -1.490174, 1.275715], [5.417427, -1.953134, 1.713619], [6.248965, -2.240384, 0.617513], [3.072371, -1.168356, 2.213227], [1.835743, -0.750802, 1.773115], [1.533551, -0.629955, 0.476781], [5.107297, -1.363579, -5.754244], [2.806989, -1.198873, -6.103731], [3.526359, 0.394864, -5.853518], [0.878873, 0.588593, -5.232585], [-0.499203, 0.840482, -3.203616], [3.889522, -1.235214, -2.806505], [4.507680, -1.538663, -0.803796], [5.307484, -2.805137, 2.389711], [5.872157, -1.145685, 2.296391], [6.444222, -3.180859, 0.583208], [3.265627, -1.250584, 3.275103], [1.045214, -0.510499, 2.467801], [2.599323, 4.552713, 2.997231], [1.940245, 4.991382, 1.693682], [1.561323, 3.833469, 0.774832], [0.366712, 2.720826, 1.516572], [0.012110, 1.776661, 0.348557], [-1.079237, 3.768994, 1.697883], [-1.466660, 4.567540, 0.459598], [-2.889498, 5.107792, 0.592799], [2.905448, 5.420298, 3.577765], [3.489213, 3.952539, 2.800656], [1.927272, 3.961482, 3.623479], [2.624933, 5.624918, 1.127867], [1.062157, 5.607544, 1.898012], [2.422156, 3.192602, 0.571588], [1.124921, 4.149197, -0.172856], [-0.895640, 4.397241, 2.572737], [-1.853349, 3.049982, 1.980841], [-1.391750, 3.932774, -0.424583], [-0.772627, 5.398198, 0.325453], [-3.610299, 4.294926, 0.700374], [-3.162782, 5.684035, -0.289481], [-2.986277, 5.760140, 1.460761]],
  "atomic_forces_ev_per_a": [[0.571, 0.175, -0.054], [-0.072, 0.036, 0.048], [-0.077, -0.038, 0.046], [-0.011, 0.081, 0.124], [0.089, 0.078, -0.092], [-0.250, -0.083, -0.061], [0.047, 0.014, 0.009], [0.013, 0.030, 0.014], [0.028, -0.009, 0.029], [-0.007, -0.032, -0.052], [0.047, 0.065, -0.079], [-0.011, 0.004, -0.010], [-0.031, 0.014, 0.015], [0.021, -0.023, -0.031], [-0.024, -0.046, -0.011], [0.008, 0.015, -0.030], [-0.070, -0.068, 0.025], [0.075, 0.054, 0.025], [-0.025, -0.050, 0.012], [-0.036, -0.023, 0.005], [0.000, -0.005, 0.005], [0.007, -0.005, -0.010], [-0.003, -0.005, -0.004], [-0.015, 0.002, 0.000], [-0.010, 0.001, -0.001], [-0.008, -0.005, -0.002], [0.001, 0.019, 0.007], [0.000, 0.013, 0.030], [0.010, 0.011, 0.001], [0.011, -0.046, 0.015], [-0.016, -0.009, 0.004], [-0.026, -0.034, 0.013], [-0.003, 0.006, -0.004], [0.007, -0.004, -0.011], [0.009, 0.003, -0.004], [0.035, 0.029, 0.017], [-0.010, -0.005, 0.014], [-0.008, -0.027, 0.010], [-0.011, 0.008, 0.013], [0.000, 0.002, 0.004], [-0.023, -0.003, 0.002], [0.020, 0.002, -0.006], [0.034, 0.052, 0.010], [-0.001, 0.008, -0.006], [-0.033, 0.010, -0.047], [0.025, -0.007, 0.010], [-0.038, -0.014, -0.008], [-0.021, -0.001, -0.017], [-0.001, 0.016, 0.036], [0.045, -0.035, -0.036], [-0.042, 0.015, 0.014], [0.035, -0.013, -0.028], [-0.099, -0.095, 0.151], [-0.056, 0.016, 0.142], [0.094, -0.019, -0.089], [-0.106, 0.034, -0.105], [0.123, -0.043, 0.009], [0.027, 0.004, 0.031], [0.003, 0.013, 0.010], [-0.056, -0.007, -0.045], [-0.003, 0.018, -0.011], [0.052, 0.004, -0.061], [-0.142, 0.075, 0.023], [0.017, 0.002, 0.000], [-0.008, -0.011, 0.013], [0.011, -0.001, 0.002], [-0.005, 0.007, 0.002], [-0.013, -0.008, 0.002], [-0.008, 0.003, -0.004], [-0.012, 0.003, 0.003], [-0.015, -0.005, -0.014], [0.006, -0.010, 0.010], [0.043, 0.004, 0.026], [-0.008, 0.003, 0.006], [0.004, 0.017, 0.008], [-0.010, -0.027, -0.026], [-0.019, 0.019, 0.024], [-0.019, -0.025, -0.034], [0.081, -0.113, 0.137], [-0.145, -0.081, -0.044], [-0.027, -0.061, -0.140], [-0.096, 0.054, 0.089], [0.052, -0.026, -0.020], [0.004, 0.003, 0.009], [0.004, -0.003, 0.009], [0.002, 0.009, 0.001], [-0.005, 0.001, -0.006], [-0.002, 0.020, -0.015], [0.000, 0.000, -0.021], [0.054, 0.051, -0.015], [0.050, -0.005, 0.011], [-0.038, 0.035, 0.002], [0.015, -0.042, -0.024], [0.012, 0.003, -0.015], [-0.006, 0.003, 0.002], [-0.004, 0.004, 0.005], [-0.004, 0.001, 0.008]],
  "spin_multiplicity": 2,
  "e_lumo_ev": [-5.88, -5.99],
  "homo_lumo_gap_ev": [8.656, 8.404],
  "e_homo_ev": [-14.53, -14.39],
  "charge": 2,
  "e_above_lowest_kcal_mol": 3.2,
  "max_force_ev_per_a": 0.600
}

=====

Entry 2:
{
  "formula": "C4H13NO3",
  "method": "ωB97M-V/def2-TZVPD",
  "symbols": ["C", "C", "N", "C", "C", "O", "H", "H", "H", "H", "H", "H", "H", "H", "H", "O", "H", "H", "O", "H", "H"],
  "coordinates": [[-0.000545, -0.723720, -2.423174], [0.361139, -1.683237, -1.277585], [1.354169, -1.118286, -0.371067], [0.799142, -0.158442, 0.566244], [1.721716, 0.022806, 1.730121], [1.356360, 0.211875, 2.866661], [-0.395399, 0.210382, -2.005491], [-0.661348, -1.133170, -3.174198], [0.933534, -0.457489, -2.909180], [0.768146, -2.599718, -1.721969], [-0.514310, -1.954553, -0.701212], [2.087224, -0.690704, -0.924556], [0.653232, 0.855721, 0.160534], [-0.168906, -0.512875, 0.915705], [2.810740, 0.026845, 1.550457], [-2.650646, 1.461029, -0.501867], [-1.885586, 1.945756, -0.145199], [-3.125411, 1.171389, 0.291539], [-0.940950, 1.919600, 2.432655], [-0.638078, 1.162249, 2.954221], [-1.864223, 2.044542, 2.687364]],
  "atomic_forces_ev_per_a": [[0.458, 0.383, 0.826], [0.156, 0.028, -0.879], [-0.078, -0.176, 0.025], [0.217, 0.160, -0.215], [0.079, 0.194, 0.888], [-0.241, -0.083, -0.121], [-0.267, -0.218, -0.240], [-0.307, -0.118, -0.005], [0.172, 0.039, -0.318], [-0.044, 0.044, 0.225], [-0.195, -0.118, 0.147], [0.075, -0.021, 0.078], [-0.153, -0.026, -0.077], [0.004, 0.053, 0.102], [0.024, -0.159, -0.415], [0.251, 0.154, 0.468], [-0.349, -0.259, -0.093], [0.172, 0.068, -0.316], [-0.458, -0.093, -0.002], [0.266, 0.090, -0.104], [0.216, 0.057, 0.027]],
  "e_lumo_ev": 0.58,
  "homo_lumo_gap_ev": 9.702,
  "e_homo_ev": -9.12,
  "smiles": "CCNCC=O.O.O",
  "e_above_lowest_kcal_mol": 39.3,
  "max_force_ev_per_a": 1.019
}

=====

Entry 3:
{
  "formula": "C3H7N3OS",
  "method": "ωB97M-V/def2-TZVPD",
  "symbols": ["N", "N", "C", "C", "N", "O", "C", "S", "H", "H", "H", "H", "H", "H", "H"],
  "coordinates": [[2.365699, 0.582617, 0.062358], [0.923843, 0.302187, -0.129366], [-0.166645, 1.368789, -0.105186], [-1.470868, 0.495073, -0.071037], [-1.029644, -0.838995, -0.644561], [-1.819681, -1.733681, 0.342339], [0.389735, -0.956257, -0.460667], [1.177047, -2.322429, -0.118907], [2.971827, -0.235765, -0.389103], [2.474882, 0.617360, 1.281905], [-0.100346, 2.168463, -0.969283], [-0.232984, 2.131631, 0.676581], [-1.721032, 0.146329, 0.950566], [-2.338964, 0.941745, -0.660141], [-1.422862, -2.667065, 0.234502]],
  "atomic_forces_ev_per_a": [[-0.748, -1.013, 2.867], [-0.722, -0.040, -0.779], [-0.027, 0.948, -1.874], [0.973, -0.330, -1.073], [-0.982, -0.117, 1.397], [2.248, -1.121, -1.956], [-0.420, 2.590, 2.978], [0.531, -1.312, -0.663], [-2.125, 1.856, 1.686], [-0.047, -0.720, -4.767], [-0.060, -2.224, 0.729], [0.853, -0.914, 0.922], [-0.151, 1.190, -0.359], [1.210, -0.720, 0.957], [-0.531, 1.930, -0.064]],
  "e_lumo_ev": 0.44,
  "homo_lumo_gap_ev": 9.147,
  "e_homo_ev": -8.71,
  "smiles": "NN1CCN(O)C1=S",
  "e_above_lowest_kcal_mol": 123.0,
  "max_force_ev_per_a": 4.822
}